DFT (wB97M-V/def2-TZVPD) results for a cluster of 15 separate species, C4H39NO14S in total.

```
! wB97M-V def2-TZVPD RIJCOSX def2/J DEFGRID3
* xyz 0 1
S -1.068 0.403 4.260
O 0.942 0.194 -2.605
O -0.571 -2.265 -1.912
O 1.646 2.963 -0.222
O 0.017 -3.673 0.738
O -1.111 0.282 -5.113
O 3.129 -0.843 -3.702
O -0.401 2.720 -3.571
O -3.639 -3.192 1.462
O -1.534 3.375 -1.341
O 1.852 -1.702 0.623
O -0.815 4.380 1.037
O -1.349 -4.863 2.653
O 3.160 1.648 1.695
O 5.053 -1.021 0.401
N 0.005 0.037 -0.055
C -1.372 -0.174 0.292
C -2.398 0.264 -0.935
C -1.662 0.807 1.473
C -0.559 0.710 2.563
H 0.551 -4.465 0.790
H 2.362 2.798 0.419
H -3.687 -2.721 2.296
H 4.238 -1.484 0.262
H 5.209 -0.840 1.278
H -3.241 -4.019 1.560
H -1.518 4.406 1.703
H 4.070 1.539 1.877
H -1.737 1.053 -1.459
H 2.266 3.155 -0.904
H -0.812 2.189 -4.153
H -0.900 2.884 -2.737
H -2.613 0.526 1.981
H 0.070 4.339 1.437
H 0.127 -0.131 2.263
H -0.274 -3.447 -0.189
H -1.703 4.297 -1.196
H 0.028 -1.581 -2.209
H -0.866 -4.401 1.942
H -1.430 -1.889 -1.810
H 1.271 -1.042 0.056
H 0.035 -0.032 -1.175
H 3.609 -1.371 -3.109
H 3.090 -1.284 -4.533
H -3.220 0.735 -0.412
H 2.836 0.852 1.542
H -2.817 -0.376 -1.664
H 1.031 1.109 -2.651
H -0.815 0.262 -4.248
H -0.337 -0.626 4.643
H -1.511 -1.288 0.332
H -0.935 3.156 -0.612
H -1.738 1.866 1.249
H 1.654 -0.237 -2.856
H 1.355 -2.480 0.744
H 0.367 0.959 0.075
H -0.174 1.788 2.567
H -0.738 -0.192 -5.841
H -1.132 -4.384 3.449
*
```

Summary:
**Calculated total energy**: -1681.9887 Eh
**LUMO energy**: 0.069 eV
**Maximum force**: 0.1344 Eh/bohr
**Molar mass**: 357.4 g/mol

natural (NBO) population analysis, charges in e, atoms 1 to 5:
1. S -0.052
2. O -0.968
3. O -0.966
4. O -0.975
5. O -0.981